{
  "formula": "CH2O3",
  "method": "wB97M-V/def2-TZVPD",
  "homo_lumo_gap_ev": 11.82,
  "de_lowest_kj_mol": 31.67,
  "multiplicity": 1,
  "e_homo_ev": -11.32,
  "smiles": "O=C(O)O",
  "charge": 0,
  "elements": ["O", "C", "O", "O", "H", "H"],
  "positions_angstrom": [[-1.0019, 0.3236, 0.8222], [-0.1269, 0.0895, 0.0371], [1.1543, 0.1158, 0.3885], [-0.0834, -0.4709, -1.1955], [1.0982, 0.3220, 1.3409], [-0.8892, -0.6073, -1.6849]],
  "forces_ev_per_angstrom": [[-0.8, 0.3, -1.1], [0.6, -1.9, -0.1], [0.6, 0.7, 1.1], [0.1, 0.6, 0.2], [0.4, 0.1, -0.4], [-0.9, 0.3, 0.4]]
}

=====

{
  "formula": "C4H7NO2",
  "method": "wB97M-V/def2-TZVPD",
  "homo_lumo_gap_ev": [7.18, 7.18],
  "de_lowest_kj_mol": 418.25,
  "multiplicity": 1,
  "e_homo_ev": [-6.93, -6.92],
  "charge": 0,
  "elements": ["C", "C", "C", "N", "C", "O", "O", "H", "H", "H", "H", "H", "H", "H"],
  "positions_angstrom": [[1.2151, -0.1420, -1.5727], [0.1256, 0.0932, -0.5462], [-0.2108, -1.0334, 0.3713], [-1.1698, -0.3905, 1.2886], [-1.2765, 0.8906, 1.5303], [-1.5194, 1.8289, 2.1931], [0.4641, 1.2013, 0.3544], [2.1373, -0.4963, -1.1022], [1.4277, 0.7884, -2.1099], [0.8896, -0.8937, -2.3011], [-0.7569, 0.5435, -1.0435], [1.1334, 0.8236, 0.9587], [-0.6962, -1.8925, -0.1211], [-1.8092, -1.0193, 1.7831]],
  "forces_ev_per_angstrom": [[0.0, 0.0, 0.0], [0.1, 0.2, -0.1], [-0.1, 0.3, -0.2], [-0.3, 0.6, 0.2], [0.1, -0.8, 0.6], [0.3, -0.9, -0.9], [-0.2, -0.1, 0.3], [-0.2, 0.0, 0.0], [-0.1, -0.2, 0.1], [0.0, 0.1, 0.1], [-0.1, -0.2, -0.1], [0.0, 0.0, -0.1], [0.1, 0.4, 0.2], [0.1, 0.6, -0.1]]
}

=====

{
  "formula": "C3H4N2O2S",
  "method": "wB97M-V/def2-TZVPD",
  "homo_lumo_gap_ev": 9.59,
  "de_lowest_kj_mol": 500.06,
  "multiplicity": 1,
  "e_homo_ev": -9.42,
  "charge": 0,
  "elements": ["C", "C", "C", "H", "H", "H", "H", "N", "N", "O", "O", "S"],
  "positions_angstrom": [[0.2545, 0.1680, 0.2675], [-0.6113, 1.3525, 0.3632], [-1.1378, -0.3062, -1.5378], [2.7106, -1.1192, 1.6847], [0.1683, 2.2575, 0.9699], [-1.6348, 0.9285, 1.2740], [0.4217, -1.6875, -0.9937], [1.0057, -0.0279, 1.2149], [-0.0142, -0.7238, -0.7375], [1.6613, -1.3517, 1.2902], [-1.6664, -1.0330, -2.2854], [-1.1575, 1.5427, -1.5101]],
  "forces_ev_per_angstrom": [[-0.6, -2.1, -1.3], [-0.9, 1.6, 2.4], [3.5, 0.8, 0.6], [-4.9, -0.7, -1.7], [-3.0, -2.6, -2.3], [3.0, 1.8, -3.2], [-1.0, 2.6, 1.3], [3.9, -0.9, 3.8], [-1.5, -1.2, -1.9], [3.5, 2.3, 0.7], [-1.5, -0.8, -1.2], [-0.4, -0.7, 2.7]]
}

=====

{
  "formula": "C11H17NNaO",
  "method": "wB97M-V/def2-TZVPD",
  "homo_lumo_gap_ev": 9.74,
  "multiplicity": 1,
  "e_homo_ev": -12.64,
  "charge": 1,
  "elements": ["Na", "C", "C", "C", "C", "C", "C", "C", "C", "C", "H", "H", "H", "H", "H", "H", "H", "H", "H", "H", "H", "H", "C", "C", "N", "O", "H", "H", "H", "H", "H"],
  "positions_angstrom": [[0.4419, 0.3933, 0.5809], [0.6054, 2.1571, 3.2178], [-0.3684, 1.1147, 2.7290], [-0.2240, -0.2189, 3.1056], [-1.1564, -1.1821, 2.7243], [-1.0231, -2.6037, 3.1990], [-2.2393, -0.7925, 1.9403], [-2.4209, 0.5366, 1.5581], [-3.6495, 0.9463, 0.7959], [-1.4641, 1.4759, 1.9398], [0.3297, 2.4732, 4.2255], [0.5947, 3.0471, 2.5888], [1.6229, 1.7686, 3.2740], [0.5966, -0.5007, 3.7572], [-1.4266, -2.6942, 4.2096], [0.0195, -2.9173, 3.2353], [-1.5866, -3.2895, 2.5667], [-2.9805, -1.5289, 1.6489], [-4.4709, 1.1115, 1.4961], [-3.9644, 0.1694, 0.1006], [-3.4957, 1.8730, 0.2453], [-1.6160, 2.5201, 1.6861], [2.9428, -2.9354, -0.3640], [1.5439, -2.4846, -0.0690], [0.6051, -3.4317, 0.0186], [1.2542, -1.2877, 0.0601], [3.1046, -3.9725, -0.0777], [3.6497, -2.2933, 0.1549], [3.1292, -2.8389, -1.4346], [0.8082, -4.4072, -0.1088], [-0.3517, -3.1607, 0.1773]],
  "forces_ev_per_angstrom": [[-0.4, 1.0, -0.1], [0.0, 0.0, 0.0], [-0.2, 0.2, 0.5], [-0.1, 0.1, 0.2], [-0.1, -0.1, -0.1], [0.0, 0.1, 0.0], [0.1, 0.1, 0.0], [0.0, -0.1, -0.1], [0.0, 0.0, 0.0], [-0.1, 0.1, 0.2], [0.0, 0.0, 0.0], [0.0, 0.0, 0.0], [0.0, 0.0, 0.0], [0.1, 0.0, -0.1], [0.0, 0.0, 0.0], [0.0, 0.0, 0.0], [0.0, 0.0, 0.0], [0.0, 0.0, 0.0], [0.0, 0.0, 0.0], [0.0, 0.0, 0.0], [0.0, 0.0, 0.0], [0.0, 0.0, 0.0], [0.0, 0.0, 0.0], [0.0, 0.0, -0.1], [-0.1, 0.0, 0.0], [0.6, -1.4, -0.4], [0.0, 0.0, 0.0], [0.0, 0.0, 0.0], [-0.1, 0.0, 0.0], [0.1, 0.0, 0.0], [0.0, 0.0, 0.0]]
}

=====

{
  "formula": "C5H12N4",
  "method": "wB97M-V/def2-TZVPD",
  "homo_lumo_gap_ev": 9.48,
  "de_lowest_kj_mol": 456.32,
  "multiplicity": 1,
  "e_homo_ev": -17.83,
  "smiles": "CCN([NH3+])/N=C\\CC#[NH+]",
  "charge": 2,
  "elements": ["C", "C", "N", "N", "N", "C", "C", "C", "N", "H", "H", "H", "H", "H", "H", "H", "H", "H", "H", "H", "H"],
  "positions_angstrom": [[-1.6464, -1.1852, -1.0258], [-1.5579, -0.9520, 0.4627], [-1.0056, 0.3202, 0.8320], [-2.1346, 1.4866, 0.6217], [0.0547, 0.8859, 0.4290], [1.1863, 0.7753, 0.0173], [2.0775, -0.5265, -0.0203], [3.3650, -0.1077, -0.1365], [4.3717, 0.5163, -0.1785], [-2.6214, -0.6959, -1.4957], [-0.8113, -0.7665, -1.4476], [-1.7084, -2.2537, -1.1724], [-0.8728, -1.6037, 0.8651], [-2.5334, -1.0386, 1.1307], [-2.4669, 1.8145, 1.5601], [-2.9301, 1.4025, 0.0426], [-1.5068, 2.3046, 0.3205], [1.7522, 1.5736, -0.3220], [1.9282, -1.2793, 0.7076], [1.6667, -1.0918, -0.9626], [5.3934, 0.4215, -0.2279]],
  "forces_ev_per_angstrom": [[-4.5, 0.3, 0.6], [-3.2, 0.5, 0.5], [-1.6, 2.2, 0.9], [3.0, 2.2, 2.4], [-2.4, 1.1, -0.4], [2.7, -2.6, 0.4], [-4.2, -1.2, -2.7], [6.0, 3.0, -0.3], [-2.9, -3.2, 0.1], [2.1, -1.0, 0.8], [2.0, 0.8, -1.5], [0.0, -0.2, -0.4], [1.5, -1.8, 1.2], [1.9, -0.1, -1.7], [0.2, -0.8, -0.6], [-1.1, -0.8, -1.3], [-1.2, -1.4, 0.0], [0.5, 2.0, -0.5], [0.0, -0.5, 1.4], [1.3, 0.9, 1.1], [-0.3, 0.5, 0.0]]
}

=====

{
  "formula": "C9H7BrClNS",
  "method": "wB97M-V/def2-TZVPD",
  "homo_lumo_gap_ev": 7.71,
  "de_lowest_kj_mol": 224.98,
  "multiplicity": 1,
  "e_homo_ev": -7.99,
  "smiles": "Cl/C(Br)=C/C=C\\C=C\\c1nccs1",
  "charge": 0,
  "elements": ["Cl", "C", "Br", "C", "C", "C", "C", "C", "C", "N", "C", "C", "S", "H", "H", "H", "H", "H", "H", "H"],
  "positions_angstrom": [[1.0394, 1.7626, -1.4108], [1.5827, 0.2654, -0.7895], [2.8831, 0.4330, 0.6716], [1.2320, -0.9788, -1.2385], [1.6046, -2.2594, -0.5584], [0.6790, -2.6697, 0.2856], [-0.4866, -1.7973, 0.5398], [-0.1260, -0.4725, 0.8999], [-0.8343, 0.7874, 0.7979], [-1.7104, 0.9690, -0.2040], [-2.1264, 2.2498, -0.3093], [-1.5475, 3.0454, 0.6011], [-0.5074, 2.2256, 1.6742], [0.5322, -1.0244, -1.9669], [2.3598, -2.9711, -0.8968], [0.6079, -3.6624, 0.7885], [-1.4684, -1.9817, 0.0933], [0.8293, -0.5964, 1.5104], [-2.8065, 2.5640, -1.0526], [-1.7367, 4.1115, 0.5644]],
  "forces_ev_per_angstrom": [[0.3, -0.2, -0.3], [1.3, -2.0, -0.7], [-0.3, 0.2, -1.1], [3.9, 2.6, 2.6], [-0.2, 0.0, -0.8], [-2.0, -1.5, 1.8], [0.2, 4.1, 0.3], [-0.3, -4.7, 2.4], [-1.7, -0.3, -1.8], [0.7, -1.4, 0.7], [1.0, -1.2, 1.0], [-0.2, 2.0, 0.3], [-0.1, 0.1, -0.4], [-2.1, -0.1, -2.4], [0.1, 0.6, 0.0], [0.7, 0.6, -0.7], [0.3, -0.2, 0.1], [-1.4, 1.2, -1.0], [-0.6, 0.1, -0.7], [0.3, 0.0, 0.7]]
}

=====

{
  "formula": "C21H34ClIOP3Tb",
  "method": "wB97M-V/def2-TZVPD",
  "homo_lumo_gap_ev": [5.78, 6.91],
  "de_lowest_kj_mol": 190.26,
  "multiplicity": 7,
  "e_homo_ev": [-13.92, -13.93],
  "s2": 12.11,
  "charge": 2,
  "elements": ["C", "C", "H", "H", "H", "O", "I", "Tb", "P", "C", "C", "H", "H", "H", "H", "H", "H", "C", "H", "H", "H", "P", "C", "C", "H", "H", "H", "C", "H", "H", "H", "H", "H", "H", "Cl", "C", "P", "C", "C", "C", "C", "C", "C", "C", "C", "C", "C", "C", "C", "H", "H", "H", "H", "H", "H", "H", "H", "H", "H", "H", "H", "H"],
  "positions_angstrom": [[-4.4300, -1.7248, -6.0436], [-3.1138, -2.1302, -5.4043], [-4.5663, -2.4012, -6.9049], [-4.4015, -0.6801, -6.4195], [-5.2863, -1.8638, -5.3496], [-2.3335, -2.9822, -5.6825], [-2.4017, -0.8022, -3.3967], [-0.7451, 0.0742, -1.1769], [-1.7624, -1.7398, 0.8372], [-1.0230, -3.0933, 1.8068], [-2.7888, -1.0122, 2.1628], [-3.3181, -1.8414, 2.6711], [-3.6881, -3.2444, 0.6965], [-3.4907, -0.2872, 1.7287], [-3.6609, -2.0488, -0.6809], [-0.1837, -2.7122, 2.3965], [-2.1263, -0.4887, 2.8623], [-3.0577, -2.7274, -0.0517], [-1.8012, -3.5122, 2.4685], [-2.5428, -3.4502, -0.7132], [-0.6428, -3.8634, 1.1254], [1.0674, 1.9195, -2.4397], [2.8332, 2.0106, -2.8748], [0.3611, 1.8986, -4.1531], [-0.2635, 3.8608, -1.8776], [1.1945, 4.2746, -2.8577], [1.3261, 3.9079, -1.0969], [0.8009, 3.6680, -2.0312], [-0.7431, 1.9116, -4.0958], [0.7447, 2.7793, -4.6949], [2.9836, 2.9012, -3.5244], [3.1335, 1.1080, -3.4119], [0.6630, 0.9602, -4.6542], [3.4428, 2.0989, -1.9715], [-2.3226, 1.8822, -0.5677], [2.6962, 1.9526, 1.2226], [1.3180, 0.7802, 1.0413], [2.2824, -0.7626, 1.3712], [2.7645, -1.4064, 0.2106], [3.5364, -2.5572, 0.2695], [3.8665, -3.0982, 1.5099], [3.4122, -2.4713, 2.6670], [2.6871, -1.2763, 2.6119], [0.3118, 1.3234, 2.4983], [0.1322, 0.5829, 3.6793], [-0.6036, 1.1347, 4.7305], [-1.2492, 2.3670, 4.6160], [-1.1550, 3.0647, 3.4146], [-0.3590, 2.5605, 2.3984], [3.5518, 1.7984, 0.5481], [3.1084, 1.7850, 2.2229], [2.4166, 3.0065, 1.1964], [2.5856, -0.9489, -0.7582], [3.9400, -2.9876, -0.6413], [4.5367, -3.9560, 1.5750], [3.6980, -2.8721, 3.6364], [2.5381, -0.7738, 3.5631], [0.5769, -0.3921, 3.8612], [-0.6658, 0.5731, 5.6559], [-1.8152, 2.7736, 5.4544], [-1.7012, 3.9952, 3.2689], [-0.2670, 3.1549, 1.4956]],
  "forces_ev_per_angstrom": [[-0.3, 0.5, 0.3], [2.2, -3.7, -2.2], [0.3, 0.2, 0.4], [0.1, -0.6, 0.5], [0.7, 0.2, -0.2], [-2.7, 3.5, 1.5], [-0.8, -0.3, -1.0], [0.7, 1.0, 1.5], [-1.2, -1.1, 0.7], [0.6, -0.1, -0.2], [0.0, 0.5, -0.2], [0.2, 0.5, -0.3], [0.3, 0.2, -0.5], [0.1, -0.2, 0.3], [0.1, -0.4, 0.3], [-0.1, -0.1, 0.0], [-0.3, -0.1, 0.0], [0.3, 0.3, -0.4], [0.4, 0.1, -0.3], [-0.4, 0.2, 0.3], [0.0, 0.1, 0.2], [0.1, 0.7, -1.4], [0.3, -0.1, 0.0], [-0.2, -0.3, 0.2], [0.1, 0.1, -0.1], [-0.1, -0.1, 0.3], [-0.1, 0.1, -0.3], [-0.2, 0.1, 0.6], [0.5, 0.2, -0.2], [-0.3, -0.4, 0.1], [-0.1, -0.6, 0.4], [0.1, 0.1, 0.0], [-0.1, 0.5, 0.1], [0.0, 0.1, -0.2], [0.4, -0.5, -0.2], [0.9, 0.6, 0.0], [-0.1, -0.3, 0.7], [0.1, -0.2, -0.1], [-0.5, 0.1, 0.3], [0.3, 0.1, 0.2], [-0.1, 0.1, 0.0], [0.3, 0.2, -0.1], [0.1, -0.4, -0.1], [-0.4, -0.4, 0.3], [0.0, 0.5, 0.1], [-0.1, 0.1, 0.0], [0.1, -0.3, 0.0], [0.0, -0.1, 0.2], [0.3, -0.3, -0.4], [-0.5, -0.1, -0.1], [-0.2, -0.1, 0.0], [-0.2, -0.1, -0.2], [-0.2, 0.0, -0.1], [-0.1, 0.0, 0.1], [-0.4, 0.1, 0.0], [0.0, 0.1, -0.1], [-0.3, 0.1, -0.3], [0.0, 0.2, -0.3], [-0.1, 0.1, 0.0], [0.1, -0.2, -0.3], [0.2, -0.2, 0.1], [0.0, -0.1, -0.1]]
}

=====

{
  "formula": "C10H14NO2",
  "method": "wB97M-V/def2-TZVPD",
  "homo_lumo_gap_ev": 8.99,
  "de_lowest_kj_mol": 226.54,
  "multiplicity": 1,
  "e_homo_ev": -12.56,
  "charge": 1,
  "elements": ["C", "C", "C", "C", "C", "C", "C", "C", "C", "C", "N", "O", "O", "H", "H", "H", "H", "H", "H", "H", "H", "H", "H", "H", "H", "H", "H"],
  "positions_angstrom": [[-3.8383, 0.4272, 0.1745], [-3.2340, -0.7689, 0.6813], [-3.0327, 1.4336, -0.4525], [-1.8544, -0.9295, 0.5449], [-1.6994, 1.1498, -0.6869], [-1.0574, -0.0359, -0.1476], [2.4512, 3.0920, -0.0706], [1.0262, -2.4179, -0.3312], [1.2791, -1.1533, 0.4165], [0.4483, -0.0240, -0.2788], [2.6940, -0.6593, 0.2736], [2.6990, 2.1121, 0.6344], [0.9886, 0.9330, -0.8225], [-4.9235, 0.4600, 0.4580], [-3.8484, -1.5355, 1.2392], [-3.4786, 2.3806, -0.8487], [-1.3215, -1.8383, 1.0303], [-1.0844, 1.7478, -1.3097], [2.5164, 4.1284, 0.2013], [-0.0946, -2.6698, -0.4870], [1.5736, -2.4068, -1.3336], [1.3882, -3.1633, 0.2805], [1.0341, -1.3379, 1.4077], [2.6438, 0.2116, -0.2576], [3.1382, -1.4204, -0.3262], [3.2271, -0.5776, 1.2113], [2.3596, 2.8624, -1.2005]],
  "forces_ev_per_angstrom": [[0.4, -1.1, 1.3], [-0.5, 0.8, -0.1], [-1.2, -0.7, -0.2], [1.3, -2.2, 1.1], [0.2, -1.8, 0.8], [-0.6, 2.1, -0.8], [1.5, -3.3, -1.7], [-1.2, 0.0, -2.7], [-0.7, 2.2, -2.6], [-1.6, 1.1, 0.8], [1.3, -3.2, 1.0], [-0.4, 2.4, -0.3], [0.0, -2.2, 0.1], [1.1, 0.7, -0.9], [0.8, 1.1, -0.8], [0.4, -1.1, 0.5], [-1.3, 1.5, -0.7], [0.3, 0.8, -0.2], [-0.3, 0.6, 0.8], [2.0, 0.8, 0.1], [-0.9, -0.2, 1.1], [1.0, -2.2, 0.9], [-0.4, 0.4, 2.0], [0.1, 1.0, 0.1], [0.0, 1.5, 1.0], [-1.1, 0.2, -2.1], [-0.3, 0.7, 1.4]]
}

=====

{
  "formula": "C4H6BaO3",
  "method": "wB97M-V/def2-TZVPD",
  "homo_lumo_gap_ev": [5.81, 7.95],
  "de_lowest_kj_mol": 174.62,
  "multiplicity": 2,
  "e_homo_ev": [-10.28, -12.48],
  "s2": 0.75,
  "charge": 1,
  "elements": ["O", "O", "O", "C", "C", "C", "H", "H", "H", "Ba", "C", "H", "H", "H"],
  "positions_angstrom": [[0.3705, 0.3205, -1.7242], [0.3674, 1.2982, 0.2591], [1.6022, -0.4454, -0.1005], [-0.9173, 0.8964, 0.7488], [-1.4244, 1.9485, 1.6635], [0.9432, 0.5636, -0.6634], [-2.2587, 1.5551, 2.2575], [-0.6348, 2.2921, 2.3564], [-1.7894, 2.8339, 1.1120], [-1.7656, -1.2338, -0.1871], [2.4673, -1.2169, -0.9480], [2.7103, -0.8394, -1.9461], [1.9667, -2.1761, -1.1147], [3.3923, -1.3155, -0.3745]],
  "forces_ev_per_angstrom": [[0.9, 1.2, -0.9], [1.0, 2.0, 0.9], [2.3, 1.1, 0.2], [0.2, 0.1, -0.3], [0.2, 0.3, 0.2], [-4.9, -3.7, 0.1], [0.1, 0.1, -0.1], [-0.3, -0.1, -0.2], [0.1, -0.2, 0.1], [0.2, -0.1, -0.5], [0.4, -0.9, 0.0], [-0.4, 0.6, 0.4], [0.4, -0.1, 0.2], [-0.2, -0.3, -0.2]]
}

=====

{
  "formula": "C6H12",
  "method": "wB97M-V/def2-TZVPD",
  "homo_lumo_gap_ev": 10.61,
  "de_lowest_kj_mol": 193.06,
  "multiplicity": 1,
  "e_homo_ev": -9.39,
  "smiles": "C=CC.C=CC",
  "charge": 0,
  "elements": ["C", "C", "C", "H", "H", "H", "H", "H", "H", "C", "C", "C", "H", "H", "H", "H", "H", "H"],
  "positions_angstrom": [[-0.2503, -1.4834, 1.0044], [-1.4641, -0.9448, 0.9303], [-1.7942, 0.5066, 1.1721], [-0.0876, -2.5427, 0.8214], [0.6316, -0.8919, 1.2335], [-2.3055, -1.5967, 0.6995], [-1.0383, 1.1748, 0.7554], [-1.8533, 0.7224, 2.2431], [-2.7543, 0.7765, 0.7203], [2.4717, 0.4597, -0.4941], [1.4314, -0.0261, -1.1747], [0.1616, 0.7258, -1.4085], [2.4030, 1.4142, 0.0223], [3.4190, -0.0641, -0.4486], [1.5032, -1.0067, -1.6424], [-0.7157, 0.1039, -1.1929], [0.1188, 1.0461, -2.4545], [0.1230, 1.6266, -0.7866]],
  "forces_ev_per_angstrom": [[-0.2, 0.0, 0.1], [0.1, -0.2, 0.2], [0.0, 0.0, 0.1], [-0.1, 0.1, 0.1], [-0.2, -0.1, 0.0], [0.1, 0.1, 0.0], [-0.1, -0.2, 0.2], [-0.1, -0.1, -0.1], [0.1, -0.1, 0.1], [-0.4, -0.2, -0.3], [0.5, 0.3, 0.1], [-0.1, 0.1, -0.1], [0.1, 0.0, -0.1], [-0.1, -0.1, 0.1], [0.1, 0.1, 0.0], [0.2, 0.2, -0.2], [-0.1, -0.1, 0.0], [0.0, -0.1, -0.2]]
}